# 1
The following is a quantum chemistry calculation of a structure of composition C21H48N3NaO5 at a distorted geometry, from the Open Molecules 2025 dataset.

XYZ file:
```
78
Properties=species:S:1:pos:R:3:forces:R:3
Na -0.33235 -0.47054 -0.65223 -5.6 0.0 -6.3
C -2.46556 -1.36135 0.91130 -2.6 3.3 -1.7
C -2.56635 0.22406 0.80323 0.2 0.7 0.9
C -1.84443 0.69441 2.13917 -1.1 -0.9 -0.2
C -1.49688 2.14093 2.21825 0.7 -0.8 -1.5
C -0.82994 2.59955 0.90039 -0.9 2.1 -0.3
C -1.41882 2.15562 -0.48122 -1.1 0.6 0.9
N -1.70779 0.73958 -0.32835 -2.9 0.3 -0.3
O -1.94420 0.02114 -1.60158 -3.8 1.9 2.2
C -0.42992 2.55111 -1.66194 -0.8 0.8 2.8
C -2.68629 2.95522 -0.80458 -0.3 0.2 -0.7
C -4.07190 0.63226 0.89118 0.1 0.3 -1.0
H -1.40005 -1.57362 0.82346 -4.1 2.0 -1.8
H -2.97794 -1.92806 0.13386 -0.7 0.5 0.3
H -2.76721 -1.58119 1.93540 -1.2 -0.1 -0.3
H -1.01148 0.01260 2.31069 -0.9 0.8 0.1
H -2.57936 0.66573 2.94363 -0.1 -1.3 0.3
H -0.83368 2.33231 3.06183 0.1 0.1 0.1
H -2.46934 2.57226 2.45568 0.3 1.0 -0.5
H 0.24967 2.47036 0.82385 -1.4 0.7 0.9
H -1.05868 3.66241 0.97857 0.6 0.6 -0.5
H -0.82518 2.38827 -2.66461 -1.4 1.5 3.0
H 0.55073 2.08819 -1.55181 -0.6 0.2 -0.4
H -0.27666 3.62556 -1.56116 0.1 0.2 0.2
H -3.41344 3.08354 -0.00278 0.2 -0.2 0.1
H -3.14322 2.42454 -1.63986 -0.4 -0.1 0.1
H -2.47136 3.94961 -1.19585 0.2 0.2 0.2
H -4.50445 0.62786 -0.10931 -0.1 -0.7 -0.1
H -4.35388 1.64499 1.17921 0.7 0.3 0.5
H -4.61391 -0.01963 1.57628 0.0 -0.3 -0.2
C -0.21763 -1.79796 -3.83500 -1.2 -0.4 -3.1
O -0.38636 -1.92857 -2.50760 0.1 -5.7 3.4
C 0.02099 -3.17039 -1.89040 -1.5 0.7 0.7
C -0.64591 -3.15651 -0.46976 -0.4 0.4 -0.7
N -0.17766 -2.00978 0.35481 1.8 -8.1 2.7
C -0.40822 -2.21321 1.82839 3.4 -1.7 0.8
C 0.54445 -1.36687 2.57181 0.6 -0.7 1.1
O 1.86534 -1.65995 2.14620 0.3 -0.5 0.8
C 2.73609 -1.06339 3.04679 1.3 -0.5 2.7
H -1.15275 -1.32168 -4.12962 0.1 0.1 -0.8
H -0.19710 -2.71116 -4.42976 0.4 -0.6 0.3
H 0.57692 -1.10525 -4.11239 0.2 -1.1 -0.5
H 1.10632 -3.11999 -1.80316 0.1 -1.2 -0.3
H -0.34966 -4.03447 -2.44186 0.3 -0.1 -0.1
H -0.64256 -4.11012 0.05818 0.7 -0.3 -0.1
H -1.70818 -2.96052 -0.61562 0.1 -0.2 -0.5
H 0.81277 -1.89614 0.19287 -0.7 -1.6 0.9
H -0.18285 -3.22707 2.15913 -0.1 -0.4 -0.3
H -1.42941 -1.93610 2.09008 1.8 -1.2 1.2
H 0.44465 -1.70549 3.60306 0.0 0.3 0.4
H 0.39250 -0.28806 2.53766 0.4 -0.3 0.0
H 2.52417 -0.01055 3.23310 -0.5 0.0 0.2
H 3.78764 -1.04655 2.76033 -1.6 -1.5 0.8
H 2.72961 -1.56803 4.01291 -0.6 -0.4 0.3
C 4.87470 0.13787 1.85053 0.0 0.2 -0.3
O 3.55105 0.06559 1.39419 1.1 0.1 -3.2
C 3.17056 1.15908 0.64003 -1.6 0.8 0.5
C 1.58988 1.06571 0.53470 3.4 0.4 -1.0
N 1.17801 -0.26888 0.11293 8.5 4.8 3.5
C 1.71641 -0.77808 -1.13969 1.8 2.0 -1.9
C 1.40195 0.10046 -2.44220 -1.9 -0.9 1.0
O -0.08370 0.00763 -2.71011 5.3 5.8 -0.6
C -0.50115 0.89374 -3.73443 0.5 -0.6 -0.5
H 5.56032 0.43945 1.05865 0.1 0.3 0.1
H 5.14683 -0.86342 2.18438 0.6 0.3 -0.1
H 4.80414 0.81354 2.70294 1.0 0.3 0.2
H 3.65684 1.22417 -0.33331 0.1 -0.1 -0.2
H 3.44538 2.02084 1.24826 -0.1 0.7 -0.3
H 1.30890 1.87840 -0.13513 0.2 -0.6 0.0
H 1.20274 1.35196 1.51260 0.1 -0.8 0.0
H 1.63986 -0.77834 0.85269 0.4 -0.4 -0.1
H 1.35156 -1.79679 -1.27089 0.8 1.0 -0.2
H 2.80638 -0.77992 -1.13190 0.2 -0.3 0.1
H 2.02559 -0.25299 -3.26331 -0.1 -0.3 -0.2
H 1.70514 1.13273 -2.26731 0.0 -0.1 -0.1
H -0.03756 0.63204 -4.68559 0.1 0.1 -0.2
H -0.28020 1.89623 -3.36796 1.3 -1.7 -3.3
H -1.58303 0.77882 -3.80107 0.0 0.1 0.1
```
Positions in Å, forces in eV/Å.

Output
Charge ... 0
E_HOMO ... -5.490 eV
LUMO level ... 0.0025 hartree
Kohn-Sham gap ... 5.56 eV
E ... -41657.255 eV



# 2
The following is a quantum chemistry calculation of a cluster of 11 separate species, C21H48N6O27 in total at a distorted geometry, from the Open Molecules 2025 dataset.

XYZ file:
```
102
Properties=species:S:1:pos:R:3:forces:R:3
C -5.00929 1.04801 -0.31049 0.6 -0.5 0.0
O -5.37372 2.42815 -0.32488 0.6 -0.5 0.2
C -6.64978 2.77322 -0.28517 -1.3 0.8 0.7
O -7.60608 2.00643 -0.30237 2.1 2.4 -0.1
O -6.69897 4.18710 -0.13537 -2.1 -1.9 -0.6
C -5.52588 4.97408 -0.00984 0.8 -0.9 0.3
H -5.43496 0.43000 0.48007 -0.9 0.5 -0.1
H -3.94980 1.02376 -0.05558 0.1 0.2 -0.4
H -5.16095 0.58293 -1.28455 -0.1 0.1 0.0
H -4.94732 4.88918 -0.92971 0.4 -0.1 0.2
H -5.03496 4.59297 0.88562 0.7 0.1 -0.3
H -5.67541 6.03766 0.17602 -1.1 -0.2 -0.2
C 2.85142 -5.37971 1.14692 1.6 -0.2 -1.8
O 2.62240 -3.99684 1.39948 -1.1 1.2 1.1
C 3.45757 -3.01045 1.05501 4.6 -1.5 -1.5
O 4.60944 -3.18073 0.56441 -3.5 0.4 1.5
O 2.95255 -1.82408 1.33337 -2.0 -1.2 0.2
C 3.73413 -0.68340 1.50744 1.0 0.4 0.0
H 3.81969 -5.74924 1.48456 0.1 0.5 0.4
H 2.91483 -5.43580 0.06021 -0.2 -0.6 -0.1
H 2.10025 -6.07231 1.52660 -0.4 0.9 0.2
H 3.05411 0.06200 1.91979 0.2 0.0 0.0
H 4.18079 -0.31835 0.58260 -0.2 -0.1 -0.1
H 4.54578 -0.90540 2.20030 0.0 0.2 0.1
C 1.34435 3.04664 0.38323 -0.5 0.4 0.0
O 2.13727 3.69501 -0.63861 1.0 -0.6 0.4
C 1.96285 3.35070 -1.91645 -1.8 1.7 -0.8
O 1.17378 2.50292 -2.30241 1.7 0.8 -0.1
O 2.59170 4.35665 -2.67075 -0.5 -1.1 4.5
C 2.53018 4.35737 -4.03207 -0.2 -1.3 -1.5
H 1.59320 3.46786 1.35727 0.2 0.6 -0.4
H 1.48012 1.98065 0.56581 0.2 -0.1 -0.9
H 0.30798 3.29158 0.15076 0.0 -0.4 0.2
H 1.52512 4.56048 -4.40179 0.0 0.0 -0.1
H 2.82931 3.33624 -4.26855 0.0 0.1 -1.3
H 3.22843 5.10962 -4.39904 0.0 -0.2 0.0
C 1.47874 -3.82436 -2.15710 0.3 -0.3 1.7
O 2.08752 -3.82903 -3.42887 -1.3 1.0 -1.1
C 3.04647 -4.65588 -3.70332 3.7 -3.3 1.8
O 3.57022 -5.49396 -2.91665 -2.0 2.4 -2.0
O 3.52750 -4.48102 -4.95843 -0.5 0.0 0.4
C 4.61514 -5.34036 -5.38828 -0.6 -0.6 0.0
H 2.26552 -3.83145 -1.40277 0.0 -0.1 0.0
H 0.81232 -4.66197 -1.95120 0.2 -0.4 -0.5
H 0.86555 -2.94495 -1.96026 0.3 0.3 -0.9
H 4.73150 -5.17818 -6.45985 0.2 0.6 0.2
H 4.35276 -6.39724 -5.34070 -0.3 0.0 0.5
H 5.52804 -5.21429 -4.80620 -0.2 0.4 -0.1
C 2.90785 2.55860 8.88252 0.3 -2.2 0.6
O 2.56311 2.28508 7.50684 0.6 2.3 1.4
C 2.30329 1.06215 7.14731 -0.8 -1.4 -1.0
O 2.20791 0.06363 7.81201 0.2 0.3 0.2
O 2.09914 1.14381 5.82902 1.1 1.4 -0.7
C 1.59317 0.08278 5.07852 -0.7 -1.3 0.5
H 2.28154 1.98639 9.56692 -1.0 0.5 -0.2
H 2.97247 3.61304 9.15099 -0.1 -0.2 -0.7
H 3.80510 1.99081 9.12881 0.8 0.7 -0.4
H 2.21794 -0.80923 5.12411 0.0 -0.1 0.4
H 1.50359 0.29755 4.01365 0.0 0.8 0.4
H 0.61615 -0.09080 5.52951 -0.2 -0.7 -0.6
C 4.64931 0.35113 -3.04144 -0.3 -1.3 0.8
N 4.04356 -0.99662 -2.62451 -3.6 1.9 0.3
O 3.01576 -0.92273 -1.86121 2.9 -0.8 -1.6
O 4.44937 -1.95439 -3.21425 0.0 -0.4 0.7
H 4.17476 1.14998 -2.47157 0.4 -0.3 0.2
H 4.40312 0.48091 -4.09531 0.4 -0.3 0.1
H 5.68325 0.10151 -2.80323 0.2 1.0 -0.5
C 0.04401 -0.77716 0.17705 -0.8 -2.4 -0.8
N -0.58890 -0.09367 1.29994 2.4 1.5 0.4
O -0.09591 -0.18741 2.42402 -1.2 -0.1 -1.1
O -1.42113 0.71467 0.94384 -0.9 0.3 0.8
H 0.29405 -1.78268 0.51545 0.4 0.2 0.0
H 0.89734 -0.29312 -0.29795 -0.1 0.4 0.6
H -0.76498 -0.86344 -0.54835 0.3 0.1 -0.2
C -3.66403 1.05542 3.05980 0.3 0.3 0.1
N -3.90163 0.32435 4.35208 0.4 0.2 -0.5
O -5.00276 0.38814 4.84591 -0.2 0.0 0.0
O -2.95843 -0.30056 4.79154 -0.1 0.0 0.1
H -2.59139 1.20012 2.93098 -0.2 -0.3 0.1
H -4.14120 2.03480 3.09481 -0.3 -0.3 0.1
H -4.06939 0.43939 2.25713 0.0 0.0 0.2
C -2.10906 3.21861 -1.40147 -0.7 0.1 0.2
N -2.66761 3.40281 -2.80502 0.8 0.2 -0.6
O -2.12275 4.22995 -3.56071 -1.1 -1.4 1.5
O -3.55451 2.62512 -3.12576 0.5 0.9 0.0
H -1.17810 2.65999 -1.49819 0.0 0.3 -0.1
H -2.82480 2.66534 -0.79343 0.0 -0.2 -0.6
H -2.02204 4.17085 -0.87823 0.5 0.2 -0.6
C -2.66298 -0.43540 -4.61892 -0.8 -1.1 -0.3
N -1.96755 -0.73993 -3.31970 1.5 1.6 1.3
O -2.22631 0.06574 -2.40342 0.2 -1.6 -1.1
O -1.13303 -1.64758 -3.20016 -1.9 1.2 -0.7
H -3.30406 0.44504 -4.57475 0.5 0.0 0.6
H -3.31984 -1.29889 -4.72386 0.0 -0.1 -0.3
H -2.02373 -0.38298 -5.50023 0.5 -0.2 0.6
C -4.04396 -2.34163 -0.23895 0.8 -1.2 -0.5
N -4.43241 -3.18334 0.96331 -2.7 0.1 -2.1
O -4.31409 -2.64803 2.01944 0.7 0.2 1.6
O -5.11697 -4.19331 0.73435 1.6 1.0 0.3
H -4.91177 -1.79110 -0.60215 0.0 -0.1 0.4
H -3.75577 -3.05933 -1.00703 0.0 0.1 0.0
H -3.19581 -1.69696 -0.00842 -0.3 0.0 0.3
```
Positions in Å, forces in eV/Å.

Output
Charge ... 0
E_HOMO ... -10.430 eV
LUMO level ... -0.0305 hartree
Kohn-Sham gap ... 9.60 eV
E ... -86758.071 eV
Structure (SMILES) ... C[N+](=O)[O-].C[N+](=O)[O-].C[N+](=O)[O-].C[N+](=O)[O-].C[N+](=O)[O-].C[N+](=O)[O-].COC(=O)OC.COC(=O)OC.COC(=O)OC.COC(=O)OC.COC(=O)OC